(1)
Formula: C5H7N
Source: OMol25
Level of theory: ωB97M-V/def2-TZVPD

Cartesian coordinates (Å):
C: -2.457 0.775 -0.846
C: 0.073 -0.361 2.202
C: 0.485 0.452 -0.223
C: 0.391 0.012 0.982
C: 1.174 -0.496 -1.328
N: -2.462 0.881 -1.964
H: -2.262 0.657 0.219
H: 1.057 -0.680 2.962
H: 0.752 1.674 -0.241
H: -0.775 -0.879 2.655
H: 2.188 -0.033 -1.707
H: 1.287 -1.156 -0.533
H: 0.551 -0.846 -2.179

Atoms 1-2, force components in eV/Å:
C 0.6 -0.4 3.7
C 4.0 -2.1 2.0

Properties
HOMO   -9.8 eV
SMILES string   C=C=CC.C#N
Lowest unoccupied orbital energy   0.801 eV
ΔE to the lowest compared entry with this formula, charge and spin   464.5 kJ/mol

---

(2)
Formula: C3H6F2O2P
Source: OMol25
Level of theory: ωB97M-V/def2-TZVPD

Cartesian coordinates (Å):
C: -1.536 -0.324 0.706
C: -1.043 0.410 -0.546
C: 1.736 -0.899 -0.284
O: 0.948 2.057 -1.131
O: 0.757 1.669 1.384
F: 2.513 -1.163 0.773
F: 0.920 -1.942 -0.619
P: 0.562 1.231 -0.006
H: -2.626 -0.488 0.826
H: -0.891 -1.148 0.834
H: -1.353 0.185 1.665
H: -1.729 1.158 -1.007
H: -0.694 -0.193 -1.396
H: 2.436 -0.553 -1.199

Atoms 1-2, force components in eV/Å:
C -1.1 1.0 0.5
C 0.3 1.2 0.9

Properties
HOMO   -3.7 eV
Lowest unoccupied orbital energy   4.140 eV
ΔE to the lowest compared entry with this formula, charge and spin   98.6 kJ/mol
Charge   -1

---

(3)
Formula: C16H30NOPPb
Source: OMol25
Level of theory: ωB97M-V/def2-TZVPD

Cartesian coordinates (Å):
C: 0.632 -3.790 1.389
C: 1.709 -2.922 1.247
C: 1.543 -1.632 0.723
C: 0.264 -1.212 0.340
C: -0.819 -2.093 0.446
C: -0.639 -3.375 0.990
C: 2.770 -0.757 0.735
C: 2.948 0.301 -0.381
N: 3.255 -0.160 -1.696
Pb: -0.241 1.064 0.388
C: -2.203 -1.634 0.018
P: -1.958 -0.310 -1.252
H: 2.716 -3.220 1.538
H: -1.511 -4.029 1.074
H: 0.781 -4.784 1.815
H: -2.754 -1.199 0.869
H: -2.827 -2.443 -0.398
H: 2.810 -0.186 1.683
H: 3.666 -1.407 0.758
H: 2.091 1.029 -0.407
C: -3.599 0.295 -1.705
C: -1.426 -1.323 -2.667
H: 3.826 0.915 -0.091
C: 2.589 -1.264 -2.321
C: 3.715 0.850 -2.616
H: -1.479 4.534 -0.867
H: 3.199 -1.517 -3.205
H: 2.528 -2.135 -1.648
H: 1.565 -1.029 -2.675
H: 4.240 0.349 -3.441
H: 2.897 1.450 -3.052
H: 4.395 1.533 -2.090
H: -2.278 -1.963 -2.948
H: -1.169 -0.661 -3.506
H: -0.560 -1.946 -2.399
H: -4.220 -0.568 -1.995
H: -4.061 0.833 -0.866
H: -3.489 0.975 -2.561
H: -0.896 4.342 -1.296
C: -0.446 3.125 3.120
C: -1.554 2.080 3.077
C: -2.886 2.630 2.582
O: -1.199 0.928 2.347
H: -0.301 3.636 2.155
H: 0.505 2.679 3.435
H: -0.694 3.909 3.845
H: -1.726 1.781 4.126
H: -2.846 2.957 1.533
H: -3.667 1.867 2.678
H: -3.197 3.497 3.173

Atoms 1-2, force components in eV/Å:
C -0.2 0.1 0.0
C 0.0 0.1 -0.3

Properties
HOMO   -7.5 eV
Lowest unoccupied orbital energy   0.539 eV

---

(4)
Formula: C3H4F2O2
Source: OMol25
Level of theory: ωB97M-V/def2-TZVPD

Cartesian coordinates (Å):
C: 1.140 -0.300 0.774
C: -1.162 1.632 -0.656
C: 0.380 -1.506 0.079
O: 2.228 -0.555 1.198
O: -0.114 1.956 0.081
F: 0.564 -1.140 -1.213
F: -0.989 -1.441 0.300
H: -1.429 0.549 -0.666
H: -1.908 2.442 -0.880
H: 0.788 -2.563 0.256
H: 0.502 0.927 0.728

Atoms 1-2, force components in eV/Å:
C -1.8 0.7 0.8
C 3.6 1.3 5.2

Properties
HOMO   -8.5 eV
Lowest unoccupied orbital energy   -1.178 eV
ΔE to the lowest compared entry with this formula, charge and spin   287.4 kJ/mol

---

(5)
Formula: C44H54AsLuN6S
Source: OMol25
Level of theory: ωB97M-V/def2-TZVPD

Cartesian coordinates (Å):
Lu: 0.755 0.347 0.021
C: 5.115 1.049 -0.516
N: 4.749 1.461 0.826
C: 5.821 1.945 1.677
C: 3.513 1.069 1.342
N: 2.843 0.005 0.965
C: 3.516 -1.075 0.358
C: 4.660 -1.654 0.977
C: 5.292 -2.714 0.354
C: 4.782 -3.268 -0.827
C: 3.610 -2.745 -1.365
C: 2.915 -1.688 -0.718
N: 1.644 -1.262 -1.053
C: 0.471 -2.103 -1.327
N: 0.845 -3.522 -1.253
C: 0.491 -4.605 -2.152
C: 1.291 -4.015 0.020
N: -0.052 -1.868 -2.695
C: 0.990 -1.847 -3.711
C: -0.809 -0.683 -2.863
N: 2.971 1.855 2.358
C: 3.031 3.296 2.310
C: 1.865 1.375 3.153
H: 5.769 0.176 -0.360
H: 5.646 1.934 -0.960
H: 4.315 0.725 -1.166
H: 6.616 1.151 1.769
H: 5.523 2.101 2.700
H: 6.225 2.859 1.323
H: 4.964 -1.310 2.019
H: 6.193 -3.086 0.759
H: 5.261 -4.128 -1.353
H: 3.189 -3.131 -2.270
H: -0.279 -5.255 -1.686
H: 1.349 -5.200 -2.392
H: 0.044 -4.264 -3.057
H: 1.847 -3.258 0.601
H: 1.940 -4.905 -0.190
H: 0.489 -4.312 0.677
H: 1.475 -2.771 -3.500
H: 1.603 -0.923 -3.641
H: 0.540 -1.934 -4.723
H: -0.120 0.234 -2.966
H: -1.550 -0.494 -2.121
H: -1.411 -0.695 -3.820
H: 3.537 3.686 3.173
H: 2.045 3.735 2.271
H: 3.602 3.630 1.420
H: 2.104 0.355 3.545
H: 0.913 1.413 2.648
H: 1.780 2.104 3.947
S: 1.384 2.817 -0.620
C: 0.220 4.055 -1.075
C: 0.766 5.182 -1.710
C: -0.045 6.273 -2.010
C: -1.371 6.265 -1.596
C: -1.940 5.123 -1.064
C: -1.153 4.023 -0.763
As: -1.880 2.409 -0.041
C: -3.814 2.563 -0.167
C: -4.427 2.056 -1.291
C: -5.793 1.878 -1.367
C: -6.587 2.254 -0.326
C: -6.005 2.764 0.851
C: -4.629 2.904 0.942
C: -1.513 2.625 1.873
C: -1.879 1.563 2.718
C: -1.623 1.621 4.105
C: -1.034 2.764 4.643
C: -0.693 3.829 3.820
C: -0.954 3.784 2.428
H: 1.799 5.127 -1.917
H: 0.303 7.152 -2.555
H: -2.020 7.071 -1.810
H: -3.016 5.139 -0.774
H: -3.802 1.647 -2.125
H: -6.198 1.507 -2.306
H: -7.654 2.207 -0.349
H: -6.606 2.902 1.739
H: -4.142 3.254 1.866
H: -2.329 0.683 2.260
H: -1.897 0.773 4.715
H: -0.849 2.781 5.681
H: -0.307 4.731 4.297
H: -0.670 4.618 1.774
C: -1.919 -2.504 1.605
C: -1.891 -2.255 0.101
C: -3.010 -1.236 -0.115
C: -0.503 -1.603 -0.167
C: -2.250 -3.502 -0.666
C: -2.746 -3.497 -1.986
C: -3.103 -4.648 -2.701
C: -3.010 -5.878 -2.075
C: -2.613 -5.918 -0.714
C: -2.273 -4.778 -0.044
H: -1.870 -1.541 2.186
H: -1.136 -3.172 1.977
H: -2.895 -2.948 1.904
H: -2.766 -0.293 0.352
H: -3.876 -1.610 0.359
H: -3.316 -0.971 -1.109
H: 0.042 -2.042 0.668
H: -2.825 -2.545 -2.549
H: -3.580 -4.599 -3.647
H: -3.292 -6.834 -2.572
H: -2.652 -6.852 -0.206
H: -2.080 -4.905 1.029

Atoms 1-2, force components in eV/Å:
Lu -0.6 0.0 -0.2
C 1.7 0.4 0.3

Properties
HOMO   -6.7 eV
Lowest unoccupied orbital energy   0.420 eV
ΔE to the lowest compared entry with this formula, charge and spin   11.0 kJ/mol

---

(6)
Formula: C16H11ClIrN3O11S
Source: OMol25
Level of theory: ωB97M-V/def2-TZVPD

Cartesian coordinates (Å):
Ir: -0.800 -0.424 1.229
O: 0.549 2.757 0.232
Cl: -0.033 2.417 1.523
O: -1.437 1.926 1.323
O: -0.382 0.496 -1.096
O: 0.622 1.119 1.992
O: -3.873 -1.685 -1.090
C: -2.922 -0.983 -0.887
O: -1.978 -1.361 -0.007
C: -2.722 0.323 -1.597
C: -1.514 1.024 -1.669
C: -1.433 2.240 -2.329
C: -2.579 2.737 -2.910
C: -3.794 2.079 -2.877
C: -3.845 0.865 -2.220
N: -2.493 4.043 -3.605
O: -3.491 4.430 -4.174
O: -1.392 4.542 -3.710
H: 0.258 1.223 -0.953
H: -0.508 2.796 -2.383
H: -4.660 2.513 -3.350
H: -4.767 0.304 -2.165
C: -2.043 -3.881 3.986
C: -1.988 -2.592 3.321
N: -1.931 -1.571 2.808
H: -1.067 -4.091 4.419
H: -2.297 -4.650 3.258
H: -2.797 -3.855 4.770
O: 4.322 0.715 3.166
S: 4.168 -0.630 2.701
O: 5.104 -1.636 3.098
N: 2.620 -1.134 3.032
C: 1.964 -1.285 1.940
O: 0.693 -1.628 1.945
C: 2.687 -1.043 0.662
C: 2.250 -1.177 -0.644
C: 3.143 -0.863 -1.662
C: 4.435 -0.434 -1.373
C: 4.878 -0.320 -0.060
C: 3.978 -0.633 0.936
H: 1.251 -1.526 -0.871
H: 2.831 -0.956 -2.694
H: 5.109 -0.193 -2.185
H: 5.884 0.001 0.169

Atoms 1-2, force components in eV/Å:
Ir 0.3 0.2 -0.1
O 0.0 0.0 0.0

Properties
HOMO (alpha / beta)   -9.7 / -9.7 eV
Multiplicity   5
Lowest unoccupied orbital energy (alpha / beta)   -1.096 / -2.896 eV

---

(7)
Formula: C3H9N
Source: OMol25
Level of theory: ωB97M-V/def2-TZVPD

Cartesian coordinates (Å):
C: 1.279 3.123 -2.984
C: 1.373 1.762 -2.984
H: 0.895 3.575 -2.079
H: 1.524 3.634 -3.869
H: 1.155 1.165 -2.187
H: 1.970 1.406 -3.810
C: -0.902 -1.698 2.241
N: -1.660 -2.416 3.251
H: -0.451 -2.326 1.324
H: -0.036 -1.290 2.709
H: -1.564 -0.889 1.773
H: -2.470 -2.949 2.800
H: -1.113 -3.099 3.815

Atoms 1-2, force components in eV/Å:
C -0.7 -3.3 1.5
C 1.6 4.1 -2.2

Properties
HOMO   -9.2 eV
SMILES string   C=C.CN
Lowest unoccupied orbital energy   1.024 eV
ΔE to the lowest compared entry with this formula, charge and spin   187.2 kJ/mol

---

(8)
Formula: C30H22Cl2F3N6O3STc
Source: OMol25
Level of theory: ωB97M-V/def2-TZVPD

Cartesian coordinates (Å):
Tc: -0.459 -0.260 0.135
C: -2.383 -0.439 3.168
C: -0.911 -0.326 3.381
C: -0.430 -0.270 4.686
C: 0.922 -0.242 4.927
C: 1.789 -0.280 3.848
C: 1.271 -0.309 2.576
N: -0.067 -0.316 2.329
C: 2.181 -0.288 1.389
C: 3.560 -0.244 1.454
C: 4.275 -0.110 0.279
C: 3.612 -0.001 -0.933
C: 2.234 -0.075 -0.940
N: 1.574 -0.248 0.204
C: 1.376 0.048 -2.164
C: 1.961 0.197 -3.397
C: 1.158 0.275 -4.522
C: -0.202 0.175 -4.364
C: -0.751 0.020 -3.092
C: -2.231 -0.145 -2.959
N: 0.030 -0.021 -1.998
H: -2.858 -0.769 4.091
H: -2.594 -1.171 2.401
H: -2.807 0.522 2.875
H: -1.142 -0.264 5.502
H: 1.304 -0.199 5.940
H: 2.858 -0.272 4.008
H: 4.074 -0.293 2.402
H: 5.355 -0.063 0.308
H: 4.168 0.145 -1.845
H: 3.035 0.249 -3.489
H: 1.596 0.400 -5.505
H: -0.866 0.209 -5.217
H: -2.675 -0.253 -3.946
H: -2.685 0.721 -2.479
H: -2.466 -1.032 -2.371
N: -8.074 0.122 0.001
C: -6.926 0.076 0.007
C: -5.478 0.017 0.011
C: -4.720 1.172 -0.078
C: -3.345 1.062 -0.067
N: -2.694 -0.103 0.049
C: -3.444 -1.214 0.119
C: -4.822 -1.203 0.098
H: -5.181 2.147 -0.154
H: -2.748 1.962 -0.171
H: -2.905 -2.147 0.201
H: -5.372 -2.132 0.160
F: 1.311 4.611 1.117
C: 0.835 3.591 1.811
F: 0.554 3.981 3.043
F: 1.784 2.639 1.876
S: -0.697 2.944 1.002
O: -1.247 4.054 0.290
O: -1.460 2.356 2.068
O: -0.147 1.877 0.065
Cl: -0.068 -3.147 -2.766
C: -0.049 -4.017 -1.261
C: 0.168 -5.379 -1.327
C: 0.169 -6.143 -0.173
C: -0.064 -5.532 1.047
C: -0.299 -4.174 1.101
Cl: -0.592 -3.448 2.654
C: -0.293 -3.358 -0.043
N: -0.561 -2.015 0.076
H: 0.337 -5.832 -2.295
H: 0.343 -7.209 -0.225
H: -0.073 -6.102 1.966

Atoms 1-2, force components in eV/Å:
Tc 0.2 -1.1 0.1
C 0.0 0.1 0.1

Properties
HOMO (alpha / beta)   -10.0 / -11.4 eV
Multiplicity   2
Lowest unoccupied orbital energy (alpha / beta)   -3.589 / -3.909 eV
ΔE to the lowest compared entry with this formula, charge and spin   0.0 kJ/mol
Charge   +1

---

(9)
Formula: C6H6N2O4S
Source: OMol25
Level of theory: ωB97M-V/def2-TZVPD

Cartesian coordinates (Å):
C: 1.119 -0.622 1.009
C: -0.294 -0.651 0.951
C: 1.459 0.733 -1.008
C: 1.944 -0.054 0.083
C: 0.539 1.705 -0.849
C: -1.184 0.177 0.351
N: 3.324 -0.447 0.038
N: 0.475 2.533 0.329
O: 3.744 -1.190 0.897
O: 3.980 -0.007 -0.885
O: -0.008 3.632 0.152
O: 0.925 2.132 1.379
S: -2.822 -0.303 0.030
H: 1.589 -1.280 1.730
H: -0.710 -1.558 1.380
H: 1.798 0.476 -2.004
H: 0.120 2.214 -1.707
H: -1.122 1.217 0.129
H: -2.704 -1.606 0.302

Atoms 1-2, force components in eV/Å:
C 0.9 0.1 -0.5
C -0.4 0.3 0.0

Properties
HOMO (alpha / beta)   -9.1 / -9.1 eV
SMILES string   O=[N+]([O-])\C=C/C(=C\C=C\S)[N+](=O)[O-]
Lowest unoccupied orbital energy (alpha / beta)   -1.493 / -1.492 eV

---

(10)
Formula: C3H12NO4
Source: OMol25
Level of theory: ωB97M-V/def2-TZVPD

Cartesian coordinates (Å):
O: 0.222 0.792 2.182
C: 1.262 0.575 1.377
C: 1.160 -0.821 0.696
N: 0.075 -0.764 -0.281
C: 0.040 -1.977 -1.238
O: 2.259 1.247 1.336
H: 0.427 1.372 2.946
H: 1.015 -1.560 1.491
H: 2.202 -0.877 0.330
H: -0.927 -0.778 0.158
H: 0.103 0.133 -0.803
H: 1.036 -2.281 -1.548
H: -0.590 -1.781 -2.120
H: -0.514 -2.745 -0.682
H: -0.482 3.317 -1.138
H: 0.174 2.590 -0.034
O: -0.214 2.414 -0.904
H: -3.088 -0.067 -0.546
H: -2.016 1.070 -0.731
O: -2.143 0.141 -0.491

Atoms 1-2, force components in eV/Å:
O 1.4 0.0 -0.8
C -3.3 -1.6 2.8

Properties
HOMO (alpha / beta)   -19.9 / -19.9 eV
Multiplicity   2
Lowest unoccupied orbital energy (alpha / beta)   -9.880 / -14.735 eV
ΔE to the lowest compared entry with this formula, charge and spin   18.7 kJ/mol
Charge   +2

---

(11)
Formula: C3H6N2OS
Source: OMol25
Level of theory: ωB97M-V/def2-TZVPD

Cartesian coordinates (Å):
C: 0.587 -0.324 1.031
C: -0.057 0.252 -0.248
C: -0.741 -0.547 -1.188
H: 1.327 0.763 2.664
H: 0.889 1.752 1.272
H: 0.300 -2.179 1.004
H: -1.811 -0.480 -0.614
H: -0.327 -1.723 -1.297
H: -1.007 1.490 -2.582
N: 0.947 0.851 1.767
N: 0.862 -1.469 1.575
O: 0.115 1.485 -0.482
S: -1.084 0.129 -2.902

Atoms 1-2, force components in eV/Å:
C 1.3 3.0 3.2
C 2.7 4.1 -0.4

Properties
HOMO   -9.4 eV
SMILES string   [H]/N=C(/N)C(=O)CS
Lowest unoccupied orbital energy   -0.359 eV
ΔE to the lowest compared entry with this formula, charge and spin   267.8 kJ/mol

---

(12)
Formula: C4H13N2O
Source: OMol25
Level of theory: ωB97M-V/def2-TZVPD

Cartesian coordinates (Å):
N: -1.112 -0.494 -1.329
C: -1.358 -1.619 -0.354
C: -0.714 -1.274 1.017
N: -0.315 0.122 1.014
C: 1.098 0.436 1.050
C: 1.339 1.617 0.133
O: 0.984 1.130 -1.195
H: -1.816 0.236 -1.207
H: -1.213 -0.833 -2.289
H: -0.189 -0.028 -1.205
H: -2.428 -1.781 -0.307
H: -0.890 -2.506 -0.780
H: -1.413 -1.502 1.816
H: 0.175 -1.886 1.134
H: -0.872 0.698 1.627
H: 1.543 0.570 2.039
H: 1.643 -0.372 0.571
H: 2.399 1.890 0.138
H: 0.716 2.475 0.351
H: 1.577 1.490 -1.860

Atoms 1-2, force components in eV/Å:
N -0.9 -0.6 -0.4
C 0.4 -0.1 -0.2

Properties
HOMO   -13.2 eV
SMILES string   [NH3+]CCNCCO
Lowest unoccupied orbital energy   -3.018 eV
ΔE to the lowest compared entry with this formula, charge and spin   155.1 kJ/mol
Charge   +1

---

no.,electronic energy (hartree)
1,-249.2963
2,-809.5365
3,-1291.7600
4,-466.7939
5,-5906.9989
6,-2570.5209
7,-174.3817
8,-3409.5464
9,-1040.6094
10,-476.4353
11,-700.7872
12,-344.7078